The following is a DFT calculation (ωB97M-V/def2-TZVPD) of one molecule with the formula C5H10O.

```
16
Properties=species:S:1:pos:R:3
C 1.40 -0.93 1.22
C 1.35 -0.54 -0.26
C 0.04 -0.51 -1.02
C -1.01 0.29 -0.80
C -1.31 1.10 0.42
O -1.98 0.36 -1.78
H 2.45 -0.99 1.53
H 0.92 -0.19 1.87
H 0.93 -1.90 1.41
H 1.80 0.46 -0.35
H 2.02 -1.21 -0.80
H 0.01 -1.08 -1.95
H -2.34 0.87 0.74
H -1.25 2.18 0.23
H -0.65 0.86 1.25
H -2.37 1.24 -1.73
```

The value obtained for the gap between HOMO and LUMO is 9.4 eV. Its HOMO energy is -8.43 eV. The calculation puts the LUMO energy at 0.95 eV. Its SMILES is CC/C=C(\C)O. The energy above the lowest of the compared OMol25 structures with the same formula, charge and spin comes out at 85.95 kJ/mol.

***

The following is a DFT calculation (ωB97M-V/def2-TZVPD) of an isolated ion of composition C8H10N2P and charge +1 at a distorted geometry.

```
21
Properties=species:S:1:pos:R:3
C -0.49 -2.69 -0.02
N -0.15 -1.38 -0.36
C 0.19 -1.00 -1.60
N 0.58 0.34 -1.62
P 0.96 1.28 -3.12
C 0.39 0.80 -0.32
C 0.35 2.10 0.25
C 0.17 2.17 1.57
C -0.20 1.03 2.37
C -0.57 -0.13 1.76
C -0.08 -0.25 0.43
H -0.84 -3.35 -0.80
H 0.26 -3.09 0.63
H -1.42 -2.85 0.69
H 0.13 -1.59 -2.39
H 2.30 1.50 -2.71
H 0.66 2.62 -2.39
H 0.49 3.06 -0.39
H 0.26 3.08 2.00
H -0.38 1.33 3.34
H -1.06 -0.89 2.21
```

The value obtained for the gap between HOMO and LUMO is 9.5 eV. Its HOMO energy is -13.12 eV. The charge is +1. The calculation puts the LUMO energy at -3.64 eV. Its SMILES is Cn1c[n+](P)c2ccccc21. The energy above the lowest of the compared OMol25 structures with the same formula, charge and spin comes out at 53.50 kJ/mol.

***

The following is a DFT calculation (ωB97M-V/def2-TZVPD) of one molecule with the formula C5H11NO.

```
18
Properties=species:S:1:pos:R:3
C -0.89 -1.32 -0.73
C -0.68 0.16 -0.39
C -1.58 0.64 0.75
N 0.73 0.45 -0.06
C 1.44 -0.37 0.91
C 1.50 1.20 -0.90
O 1.21 1.57 -2.01
H -0.70 -1.95 0.14
H -1.91 -1.50 -1.06
H -0.21 -1.62 -1.53
H -0.90 0.75 -1.29
H -1.49 1.72 0.88
H -2.63 0.40 0.57
H -1.29 0.16 1.69
H 1.08 -0.24 1.93
H 1.38 -1.43 0.63
H 2.50 -0.10 0.88
H 2.46 1.48 -0.41
```

The value obtained for the gap between HOMO and LUMO is 10.2 eV. Its HOMO energy is -9.33 eV. The calculation puts the LUMO energy at 0.87 eV. Its SMILES is CC(C)N(C)C=O. The energy above the lowest of the compared OMol25 structures with the same formula, charge and spin comes out at 56.38 kJ/mol.

***

The following is a DFT calculation (ωB97M-V/def2-TZVPD) of C27H58N3O6PSSi2 as an isolated structure at a distorted geometry.

```
98
Properties=species:S:1:pos:R:3
C 1.87 7.13 2.13
C 3.13 6.87 1.28
O 2.75 6.18 0.08
Si 3.27 4.60 0.01
N 4.96 4.61 0.26
C 5.62 3.67 -0.27
C 6.50 3.99 -1.46
C 5.67 2.25 0.20
O 2.81 3.87 -1.39
Si 1.74 4.67 -2.45
C -0.09 4.30 -2.13
C -0.40 4.01 -0.65
C -1.83 3.45 -0.39
C -1.68 2.24 0.49
O -1.58 1.16 0.01
O -1.63 2.44 1.79
P 2.35 3.55 1.79
S 2.18 1.62 1.52
H 1.99 8.08 2.63
H 1.72 6.30 2.81
H 1.02 7.20 1.46
H 3.88 6.34 1.86
H 3.54 7.82 0.97
H 6.31 3.30 -2.27
H 6.41 5.03 -1.73
H 7.53 3.84 -1.13
H 5.50 1.60 -0.66
H 6.67 2.04 0.56
H 4.98 2.05 1.01
H 1.97 6.12 -2.55
H 2.03 4.12 -3.79
H -0.71 5.14 -2.42
H -0.40 3.45 -2.74
H 0.32 3.26 -0.30
H -0.24 4.93 -0.09
H -2.35 4.19 0.20
H -2.38 3.21 -1.29
H -1.11 1.72 2.19
H 1.05 4.08 1.98
H 3.05 3.88 2.98
C 1.12 -4.77 4.87
C 0.38 -3.42 4.71
C -1.13 -3.63 4.86
C -1.79 -4.28 3.64
C -1.43 -3.52 2.37
C 0.08 -3.36 2.18
N 0.73 -2.80 3.40
O 0.48 -1.54 3.47
C 0.70 -4.71 1.81
C 0.34 -2.47 0.96
C 0.86 -2.56 5.88
H 2.09 -4.75 4.37
H 1.32 -4.98 5.92
H 0.55 -5.62 4.50
H -1.62 -2.67 5.05
H -1.32 -4.25 5.75
H -1.50 -5.33 3.56
H -2.88 -4.28 3.77
H -1.85 -4.04 1.50
H -1.91 -2.54 2.40
H 1.79 -4.64 1.77
H 0.36 -5.03 0.82
H 0.44 -5.52 2.48
H -0.15 -1.50 1.03
H -0.05 -2.96 0.07
H 1.41 -2.31 0.82
H 1.93 -2.36 5.81
H 0.68 -3.08 6.82
H 0.34 -1.61 5.94
C -3.16 -1.32 -1.54
C -2.61 -1.05 -2.96
C -3.76 -0.63 -3.89
C -4.66 -1.79 -4.33
C -3.82 -2.94 -4.90
C -2.71 -3.40 -3.95
N -1.89 -2.26 -3.46
O -1.09 -1.90 -4.41
C -3.34 -4.16 -2.76
C -1.85 -4.44 -4.65
C -1.67 0.14 -2.80
H -2.52 -2.00 -0.99
H -3.22 -0.40 -0.96
H -4.17 -1.73 -1.55
H -3.35 -0.16 -4.79
H -4.37 0.13 -3.40
H -5.27 -2.14 -3.49
H -5.36 -1.44 -5.09
H -4.47 -3.78 -5.14
H -3.38 -2.61 -5.85
H -2.58 -4.41 -2.02
H -3.78 -5.09 -3.11
H -4.14 -3.61 -2.26
H -1.43 -4.07 -5.59
H -2.45 -5.32 -4.90
H -1.03 -4.77 -4.01
H -0.82 -0.11 -2.16
H -2.19 0.97 -2.34
H -1.29 0.50 -3.76
```

The value obtained for the gap between HOMO and LUMO (spin up / spin down) is 8.7 / 8.6 eV. Its HOMO energy (spin up / spin down) is -8.03 / -8.04 eV. Its spin multiplicity is 3. The calculation puts the LUMO energy (spin up / spin down) at 0.67 / 0.57 eV. As for the expectation value of S²: 2.008.

***

The following is a DFT calculation (ωB97M-V/def2-TZVPD) of C16H51BO8Pt as an isolated structure at a distorted geometry.

```
77
Properties=species:S:1:pos:R:3
Pt -0.24 -1.93 -1.28
B -0.26 -0.03 0.06
H 0.07 0.09 -0.96
H -0.24 0.89 0.63
H -1.22 -0.51 -0.02
H 0.45 -0.71 0.49
C 1.54 -5.11 0.67
C 2.30 -3.81 0.31
O 1.69 -2.99 -0.69
H 1.56 -5.75 -0.21
H 0.50 -4.84 0.87
H 1.93 -5.63 1.55
H 3.29 -4.10 -0.04
H 2.41 -3.26 1.24
C 4.83 0.50 -0.03
C 3.47 -0.16 0.19
O 2.57 0.80 0.73
H 5.38 0.54 0.92
H 4.78 1.53 -0.39
H 5.46 0.04 -0.79
H 3.57 -1.01 0.86
H 3.06 -0.48 -0.77
H 1.68 0.45 0.62
C -3.16 -2.59 1.80
C -1.75 -3.11 1.33
O -1.71 -3.15 -0.03
H -3.97 -3.29 1.61
H -3.48 -1.64 1.38
H -3.16 -2.51 2.89
H -1.56 -4.12 1.72
H -0.98 -2.42 1.66
H -2.39 -3.82 -0.19
C -4.40 -1.61 -1.90
C -3.27 -1.57 -2.91
O -2.13 -0.96 -2.29
H -4.76 -0.65 -1.52
H -4.11 -2.24 -1.06
H -5.30 -2.04 -2.31
H -3.50 -0.95 -3.78
H -3.13 -2.58 -3.32
H -2.29 -0.02 -2.27
C -0.96 0.16 4.93
C -0.47 0.31 3.46
O -1.57 0.01 2.62
H -1.37 -0.84 5.06
H -1.76 0.87 5.17
H -0.09 0.15 5.58
H 0.38 -0.30 3.16
H -0.12 1.31 3.20
H -1.21 0.13 1.74
C 0.65 4.31 -2.44
C 0.78 3.17 -1.44
O -0.53 2.72 -1.06
H 0.29 3.94 -3.40
H 1.63 4.78 -2.55
H -0.02 5.08 -2.06
H 1.33 3.45 -0.54
H 1.33 2.30 -1.81
H -0.47 1.98 -0.45
C 0.92 4.46 2.67
C -0.23 4.43 1.69
O -1.34 5.17 2.21
H 0.65 4.04 3.64
H 1.29 5.46 2.88
H 1.70 3.76 2.36
H -0.54 3.40 1.54
H 0.12 4.82 0.73
H -1.72 4.62 2.90
C 0.13 0.82 -4.16
C 1.39 -0.04 -3.76
O 1.02 -1.19 -3.07
H -0.39 1.08 -3.23
H -0.62 0.25 -4.71
H 0.34 1.76 -4.66
H 2.14 0.46 -3.15
H 1.99 -0.29 -4.63
H 1.80 -1.75 -3.17
```

The value obtained for the gap between HOMO and LUMO (spin up / spin down) is 8.6 / 6.9 eV. Its HOMO energy (spin up / spin down) is -8.73 / -8.42 eV. Its spin multiplicity is 3. The calculation puts the LUMO energy (spin up / spin down) at -0.15 / -1.50 eV. As for the expectation value of S²: 2.007. The energy above the lowest of the compared OMol25 structures with the same formula, charge and spin comes out at 288.08 kJ/mol.

***

The following is a DFT calculation (ωB97M-V/def2-TZVPD) of one molecule with the formula C12H10ClF at a distorted geometry.

```
24
Properties=species:S:1:pos:R:3
F 0.73 1.29 -2.01
C 1.35 0.55 -1.07
C 2.41 -0.16 -1.17
C 2.97 -1.07 -0.17
C 2.46 -0.85 1.24
C 1.46 -0.06 1.52
C 0.62 0.73 0.26
Cl 0.89 2.42 0.70
C -0.84 0.42 0.15
C -1.84 1.23 0.75
C -3.13 0.99 0.51
C -3.52 -0.01 -0.34
C -2.61 -0.89 -0.85
C -1.33 -0.65 -0.56
H 2.77 -0.17 -2.15
H 4.09 -0.87 -0.21
H 2.79 -2.09 -0.64
H 2.96 -1.51 2.09
H 1.14 0.18 2.55
H -1.49 2.07 1.29
H -3.84 1.67 1.02
H -4.62 -0.27 -0.42
H -2.97 -1.73 -1.38
H -0.48 -1.22 -1.10
```

The value obtained for the gap between HOMO and LUMO is 10.0 eV. Its HOMO energy is -9.22 eV. The calculation puts the LUMO energy at 0.82 eV. Its SMILES is FC1=CCC=C[C@]1(Cl)c1ccccc1. The energy above the lowest of the compared OMol25 structures with the same formula, charge and spin comes out at 0.00 kJ/mol.

***

The following is a DFT calculation (ωB97M-V/def2-TZVPD) of an isolated ion of composition C13H17N2 and charge +1 at a distorted geometry.

```
32
Properties=species:S:1:pos:R:3
C 2.60 -3.00 0.13
C 3.01 -2.13 1.11
C 1.51 -2.53 -0.71
C 2.40 -0.89 1.14
C 1.14 -1.23 -0.88
C 1.39 -0.37 0.24
C 0.50 -0.75 -2.04
C 0.01 0.42 -2.23
C -2.81 0.24 0.62
C -2.79 1.27 -0.53
C -1.41 -0.13 0.72
C -1.60 2.15 -0.22
C 0.84 0.99 0.36
N 1.49 2.14 0.67
N -0.66 1.13 0.72
H 2.86 -4.07 0.06
H 3.69 -2.34 1.93
H 1.18 -3.25 -1.44
H 2.34 -0.21 1.99
H 0.35 -1.52 -2.77
H -0.59 0.86 -3.09
H -3.21 0.65 1.55
H -3.38 -0.55 0.31
H -2.53 0.74 -1.44
H -3.73 1.79 -0.56
H -1.33 -0.75 1.59
H -1.02 -0.72 -0.18
H -1.02 2.36 -1.03
H -1.84 3.05 0.45
H 1.02 2.98 0.78
H 2.38 2.08 1.07
H -0.79 1.59 1.71
```

The value obtained for the gap between HOMO and LUMO (spin up / spin down) is 8.5 / 7.2 eV. Its HOMO energy (spin up / spin down) is -12.12 / -10.88 eV. The charge is +1. The calculation puts the LUMO energy (spin up / spin down) at -3.61 / -3.71 eV. The energy above the lowest of the compared OMol25 structures with the same formula, charge and spin comes out at 703.80 kJ/mol.

***

The following is a DFT calculation (ωB97M-V/def2-TZVPD) of a 3-piece molecular cluster, C31H53F13IN3O4S2 overall at a distorted geometry.

```
107
Properties=species:S:1:pos:R:3
C 4.99 5.30 -1.73
C 4.88 4.46 -3.16
C 3.44 3.60 -3.20
I 3.46 2.37 -1.37
N 3.44 2.79 -4.48
C 2.10 2.79 -5.18
C 0.81 2.57 -4.20
C -0.43 1.74 -4.97
F -0.41 2.24 -6.37
F -0.03 0.29 -4.85
C -1.79 2.12 -4.13
F -1.42 2.07 -2.70
F -2.07 3.57 -4.45
C -3.13 1.29 -4.55
F -4.23 2.23 -4.98
F -2.77 0.58 -5.85
C -3.60 0.10 -3.54
F -4.32 -0.92 -4.39
F -2.44 -0.67 -2.96
S -4.75 0.55 -2.16
F -4.27 2.18 -2.06
F -3.50 0.13 -1.02
F -5.24 -1.13 -2.12
F -6.09 0.85 -3.18
F -5.78 0.82 -0.82
C 4.02 1.40 -4.31
O 3.15 0.36 -4.23
O 5.49 1.28 -4.31
C 5.93 -0.12 -4.45
C 6.06 -0.74 -2.94
C 6.89 0.21 -1.88
S 8.35 1.12 -2.64
H 5.73 6.23 -1.87
H 5.51 4.64 -0.88
H 3.93 5.65 -1.32
H 5.76 3.66 -3.13
H 4.94 5.17 -4.10
H 2.60 4.44 -3.16
H 2.16 1.98 -6.05
H 2.00 3.84 -5.72
H 1.08 1.90 -3.25
H 0.43 3.64 -3.85
H 5.29 -0.77 -5.20
H 7.03 -0.09 -4.92
H 6.55 -1.83 -2.96
H 4.96 -0.83 -2.50
H 7.33 -0.48 -1.03
H 6.22 1.01 -1.35
H 8.35 2.45 -2.11
C -0.58 0.53 3.28
C 0.58 0.14 2.31
C 0.81 -1.40 2.34
C 1.51 -1.89 3.60
C 2.81 -1.13 3.83
C 2.60 0.41 3.86
N 1.82 0.91 2.67
O 2.67 0.87 1.55
C 1.88 0.78 5.18
C 3.98 1.12 3.99
C 0.00 0.50 0.90
H -1.39 1.06 2.76
H -1.03 -0.34 3.76
H -0.29 1.23 4.06
H 1.42 -1.70 1.47
H -0.14 -1.93 2.23
H 0.85 -1.79 4.46
H 1.73 -2.96 3.51
H 3.27 -1.46 4.77
H 3.53 -1.39 3.04
H 1.61 1.84 5.20
H 2.53 0.60 6.05
H 0.98 0.19 5.37
H 4.67 0.86 3.19
H 4.48 0.84 4.93
H 3.86 2.21 4.00
H -0.17 1.58 0.81
H -0.95 -0.01 0.73
H 0.66 0.19 0.09
C -6.26 -1.81 2.03
C -4.70 -1.75 2.03
C -4.11 -2.51 0.81
C -4.19 -4.03 0.94
C -3.54 -4.49 2.24
C -4.14 -3.78 3.48
N -4.17 -2.28 3.34
O -2.85 -1.81 3.48
C -5.57 -4.34 3.72
C -3.36 -4.23 4.76
C -4.40 -0.23 1.82
H -6.71 -0.81 2.02
H -6.64 -2.34 1.15
H -6.68 -2.27 2.92
H -3.06 -2.23 0.66
H -4.63 -2.20 -0.11
H -5.23 -4.36 0.88
H -3.67 -4.49 0.09
H -3.66 -5.58 2.33
H -2.46 -4.31 2.18
H -6.07 -3.79 4.53
H -5.54 -5.39 4.03
H -6.20 -4.31 2.83
H -2.28 -4.02 4.69
H -3.45 -5.31 4.91
H -3.75 -3.74 5.65
H -4.77 0.37 2.66
H -4.89 0.14 0.91
H -3.33 -0.02 1.69
```

The value obtained for the gap between HOMO and LUMO is 6.1 eV. Its HOMO energy is -8.90 eV. Its spin multiplicity is 3. The calculation puts the LUMO energy at -2.80 eV. As for the expectation value of S²: 2.010. The energy above the lowest of the compared OMol25 structures with the same formula, charge and spin comes out at 1296.97 kJ/mol.

***

The following is a DFT calculation (ωB97M-V/def2-TZVPD) of an isolated ion of composition C6H10N and charge +1 at a distorted geometry.

```
17
Properties=species:S:1:pos:R:3
C 1.83 -0.10 1.18
C 1.27 -1.11 0.15
C -0.30 0.66 0.66
C -0.04 -0.61 -0.08
C -0.82 1.92 -0.17
C -1.09 -1.14 -1.05
N 1.07 0.88 1.39
H 2.80 -0.26 1.55
H 1.95 -1.03 -0.67
H 1.21 -2.12 0.41
H -0.90 0.39 1.55
H -0.17 2.18 -1.03
H -1.07 2.72 0.52
H -1.76 1.64 -0.59
H -0.67 -1.43 -2.07
H -1.87 -0.50 -1.01
H -1.44 -2.09 -0.74
```

The value obtained for the gap between HOMO and LUMO is 8.1 eV. Its HOMO energy is -14.69 eV. The charge is +1. The calculation puts the LUMO energy at -6.56 eV. The energy above the lowest of the compared OMol25 structures with the same formula, charge and spin comes out at 169.75 kJ/mol.